[1]
DFT (ωB97M-V/def2-TZVPD) results for an isolated molecule of C24H44Br2Cl2NO9PS.

Its structure (SMILES) is CCOC(=O)CCC[C@H](O[C@@H](C[C@@H](C)Cl)/C(Br)=C(/C)Br)[C@@H](COCOCCO)O[C@](CCCCl)([PH2]=N)S(C)(=O)=O. The net charge is 0.

```
84
C24H44Br2Cl2NO9PS ωB97M-V/def2-TZVPD
C 7.05479 -0.49851 1.55670
C 6.25082 0.55179 2.45400
O 4.82412 0.35788 2.21755
C 4.37414 1.10122 1.11157
O 5.11983 1.53606 0.20191
C 2.79505 1.36230 1.00225
C 1.91124 0.20022 1.67231
C 0.41088 0.75434 1.92771
C -0.38739 0.96252 0.54304
O -1.54076 1.80029 0.75225
C -1.21935 3.20281 0.69802
C -1.31633 3.86314 -0.74731
C -2.78612 4.03389 -1.33843
C -3.68755 2.71533 -1.31845
Cl -3.69805 5.49820 -0.63547
C -2.05303 3.93636 1.83980
Br -3.72544 3.04442 2.44560
C -1.65839 5.15524 2.44911
C -2.47605 5.91685 3.57307
Br 0.03322 6.03126 1.85342
C -0.75668 -0.44816 -0.18135
C 0.29285 -0.55685 -1.41150
O -0.07091 -1.59947 -2.33933
C 0.37200 -1.33420 -3.67836
O 1.15131 -2.47057 -4.09783
C 0.99889 -2.75734 -5.50696
C 2.34065 -2.34512 -6.28361
O 2.34356 -0.90662 -6.47274
O -0.60777 -1.50364 0.78920
C -1.76524 -2.33658 0.92581
C -1.31809 -3.51338 1.96593
C -0.03484 -4.33127 1.48703
C 1.37187 -3.67313 1.86242
Cl 1.47247 -2.97965 3.54867
P -2.28173 -3.25802 -0.66513
N -3.32547 -2.47834 -1.59067
S -3.22040 -1.50249 1.76929
C -4.63759 -2.72288 1.60710
O -3.67866 -0.24816 1.08584
O -2.98537 -1.26922 3.23935
H 8.11443 -0.08938 1.37574
H 6.52892 -0.55566 0.55097
H 7.07405 -1.55609 1.98869
H 6.42474 0.28116 3.55272
H 6.58251 1.62724 2.31311
H 2.59478 2.35846 1.53810
H 2.46551 1.49714 -0.07802
H 2.36049 -0.01876 2.69771
H 1.89770 -0.77223 1.08600
H 0.55239 1.79039 2.40157
H -0.16786 0.13616 2.68774
H 0.31871 1.55097 -0.15392
H -0.11280 3.28908 1.01790
H -0.84675 4.91310 -0.72106
H -0.71040 3.24840 -1.50338
H -2.65298 4.30419 -2.44984
H -4.69660 2.96515 -1.80755
H -3.19240 1.95458 -2.01807
H -3.80431 2.23257 -0.29766
H -2.92396 6.86120 3.10150
H -1.74038 6.22202 4.40155
H -3.31306 5.31388 4.04357
H -1.78348 -0.34372 -0.65026
H 1.35048 -0.65683 -0.98786
H 0.18632 0.44088 -1.98135
H -0.57858 -1.17268 -4.30881
H 1.02384 -0.40489 -3.76928
H 0.92250 -3.90550 -5.59204
H 0.05221 -2.34409 -5.98276
H 2.26287 -2.82333 -7.32948
H 3.26795 -2.73622 -5.74831
H 1.48161 -0.54664 -6.17113
H -1.23902 -3.13048 3.03104
H -2.19716 -4.25899 1.96186
H -0.07451 -5.34302 2.03831
H -0.00441 -4.58698 0.38051
H 1.60786 -2.90586 1.04008
H 2.20032 -4.46487 1.76793
H -2.93816 -4.47019 -0.21464
H -1.06810 -3.65825 -1.30377
H -3.51330 -1.56260 -1.15870
H -5.46670 -2.49447 2.35337
H -4.30731 -3.80150 1.73829
H -4.98617 -2.62426 0.51627
```

Partial atomic charges computed with the Mulliken method, in multiples of e: -0.84 -0.29 -0.27 0.13 -0.58 -0.15 0.20 -0.50 -0.36 -0.31 0.65 -0.59 0.00 -0.78 -0.21 -0.62 -0.15 0.41 -1.04 -0.19 0.27 -0.66 -0.15 -0.29 -0.29 -0.64 -0.22 -0.50 0.12 -0.52 -1.03 -0.71 -0.20 -0.20 0.62 -0.89 1.50 -0.98 -0.56 -0.73 0.29 0.25 0.27 0.28 0.32 0.35 0.07 0.47 -0.39 0.57 0.05 0.16 0.38 0.35 0.24 0.40 0.43 0.16 0.08 0.28 0.31 0.32 -0.19 0.04 0.46 0.25 0.31 0.29 0.38 0.26 0.25 0.32 0.53 0.39 0.38 0.27 -0.04 0.46 0.12 0.02 0.33 0.37 0.30 0.39

=====

[2]
DFT (ωB97M-V/def2-TZVPD) results for a cluster of 2 separate species, C6H6N3O2 in total.

The energy above the lowest of the compared OMol25 structures with the same formula, charge and spin comes out at 57.9 kcal/mol. The net charge is -1.

```
17
C6H6N3O2 ωB97M-V/def2-TZVPD
C -2.86302 0.72774 0.22183
C -0.84670 0.20893 0.32174
C 0.86483 -0.48126 -1.99992
C 1.67069 -0.60737 0.67129
C 1.72608 0.95006 0.67379
C 0.54727 0.18649 0.18827
N -1.68996 1.25413 0.38319
N -2.91885 -0.58937 0.14775
N -1.58573 -0.98217 0.18335
O 0.38196 -1.53837 -2.08993
O 1.54975 0.39434 -2.46711
H -3.62765 1.47202 0.21792
H 2.35969 -1.12711 0.04689
H 1.57292 -0.89306 1.71268
H 1.67394 1.49397 1.58030
H 2.41796 1.41400 0.02651
H -1.23320 -1.88296 0.18144
```

Partial atomic charges computed with the natural (NBO) method, in multiples of e: 0.13 0.34 0.98 -0.43 -0.41 -0.32 -0.56 -0.38 -0.40 -0.62 -0.65 0.17 0.20 0.17 0.18 0.19 0.40

=====

[3]
DFT (ωB97M-V/def2-TZVPD) results for a structure of composition C24H43N5O5S.

The net charge is 0.

```
78
C24H43N5O5S ωB97M-V/def2-TZVPD
C -1.60080 -2.13718 -2.66090
C -0.24947 -2.42257 -2.88933
C 0.43176 -1.56797 -3.92641
C 0.43304 -0.10907 -3.46762
C 1.39946 0.30027 -2.59617
C 1.49238 1.64260 -2.16966
N 2.38498 2.19496 -1.33348
S 2.02601 3.74256 -1.21538
N 0.74821 3.85904 -2.20259
C 0.55995 2.61552 -2.64421
C -0.46080 2.15934 -3.51942
C -0.54686 0.85955 -3.92082
C -1.69080 0.46263 -4.83826
C -3.07401 0.87654 -4.25307
C -3.94043 -0.30137 -3.84189
N -4.18425 -0.44337 -2.44449
O -4.41756 -1.06331 -4.64100
H -1.80466 -1.24304 -2.07807
H -2.36523 -2.76278 -3.11783
H 0.32095 -3.18006 -2.35036
H -0.09489 -1.68895 -4.86710
H 1.47124 -1.85537 -4.09532
H 2.11937 -0.42075 -2.22465
H -1.18470 2.87709 -3.89005
H -1.69266 -0.60052 -5.05774
H -1.57179 1.00705 -5.77587
H -3.65460 1.44579 -4.98007
H -2.97421 1.49195 -3.36229
H -4.24410 -1.41540 -2.16760
H -4.98246 0.08956 -2.12836
C -2.89216 -3.85520 -0.04862
O -4.15022 -3.20341 -0.09752
C -5.26492 -4.08174 0.02921
C -5.97757 -3.86103 1.34707
N -5.17013 -4.32546 2.46850
C -5.68180 -3.93143 3.77916
C -5.73006 -2.44191 4.10911
O -4.45843 -1.83206 4.22958
C -3.88528 -1.37680 3.01712
H -2.13417 -3.12075 -0.31155
H -2.67259 -4.23498 0.95526
H -2.84495 -4.67495 -0.77094
H -4.96848 -5.12704 -0.09165
H -5.95601 -3.83560 -0.78248
H -6.92427 -4.40915 1.33837
H -6.20383 -2.78907 1.42383
H -4.23292 -3.95806 2.37004
H -5.04169 -4.41170 4.52334
H -6.68329 -4.35468 3.90558
H -6.19581 -2.34721 5.09381
H -6.36630 -1.87737 3.41709
H -4.64361 -1.05176 2.30049
H -3.25329 -2.14596 2.56465
H -3.24492 -0.52635 3.25266
C 6.00694 2.11158 4.80248
O 6.30611 1.44927 3.58932
C 5.16492 1.17359 2.78267
C 5.17370 2.01332 1.52278
N 4.92519 3.41964 1.82278
C 5.15343 4.31833 0.69459
C 6.57098 4.43059 0.14091
O 7.49404 5.03531 1.02761
C 8.10231 4.15967 1.95976
H 6.91649 2.12935 5.40128
H 5.68777 3.14529 4.63141
H 5.23274 1.58095 5.36441
H 4.23546 1.30984 3.34264
H 5.22947 0.12023 2.49502
H 4.39525 1.65177 0.84459
H 6.14682 1.86670 1.03554
H 5.52780 3.70407 2.58375
H 4.84817 5.31600 1.02156
H 4.47761 4.03092 -0.11550
H 6.52365 5.09096 -0.72946
H 6.95666 3.47222 -0.22607
H 8.22490 3.15128 1.55721
H 7.53461 4.11932 2.89339
H 9.08862 4.56066 2.19530
```

Partial atomic charges computed with the Mulliken method, in multiples of e: -0.86 -0.35 -1.49 0.31 -0.91 0.54 -0.43 0.17 -0.74 0.56 -0.42 0.59 -0.91 -0.63 0.25 -0.38 -0.55 0.59 0.38 0.42 0.39 0.54 0.50 0.52 0.18 0.53 0.35 0.45 0.12 0.25 -0.89 -0.21 -0.83 -0.27 -0.32 -0.68 -0.48 -0.43 -0.53 0.22 0.37 0.40 0.39 0.41 0.40 0.18 0.07 0.37 0.40 0.35 0.35 0.27 0.15 0.33 -0.71 -0.35 -0.84 -0.02 -0.31 0.07 -0.65 -0.42 -0.53 0.24 0.30 0.34 0.40 0.38 0.28 0.18 0.07 0.40 -0.28 0.37 0.36 0.27 0.17 0.29

=====

| no. | orbital gap (eV) | maximum force (Eh/bohr) | LUMO energy (eV) |
| --- | --- | --- | --- |
| 1 | 9.04 | 0.09648 | 0.27 |
| 2 | 6.61 | 0.11056 | 3.89 |
| 3 | 7.00 | 0.04814 | -0.64 |